P | Here is a 11-piece molecular cluster, C33H88O11 overall from OMol25. Energies are from ωB97M-V/def2-TZVPD.

As for the frontier orbital gap: 10.33 eV. As for the LUMO energy: 0.406 eV. Its SMILES is CC(C)O.CC(C)O.CC(C)O.CC(C)O.CC(C)O.CC(C)O.CC(C)O.CC(C)O.CC(C)O.CC(C)O.CC(C)O.

Geometry as ORCA input:
```
! wB97M-V def2-TZVPD RIJCOSX def2/J DEFGRID3
* xyz 0 1
O 3.14766 3.26812 9.90979
O 0.81645 9.20724 0.62041
O 9.30996 4.99483 -0.01356
O -6.48875 -2.77420 -2.76006
O -3.30741 4.84964 2.68582
O -4.22508 -6.59156 -6.87612
O 6.59358 -6.11174 5.66366
O -5.40700 6.11770 -6.23036
O 0.79904 -11.97376 1.82990
O -1.42145 -0.47691 0.34323
O 2.10406 2.25814 -8.50965
C -0.56338 -2.64213 0.76038
C -4.74269 6.42277 3.63973
C 0.13689 -12.75574 -0.40303
C 1.97627 9.32312 2.73327
C 3.93793 2.23796 7.96151
C -4.15626 5.03985 3.79163
C -7.85341 -3.66520 -1.13513
C -6.11565 5.46542 -5.17087
C 1.04032 1.43167 -6.52560
C 1.05504 2.57005 -7.59339
C -7.85129 -2.76174 -2.37162
C -5.13006 3.87167 3.80522
C -8.76918 -3.35341 -3.44689
C 1.46955 3.88100 -6.90274
C 6.86349 -6.38391 7.98228
C 5.12543 4.11390 9.13319
C -5.01965 4.67786 -4.41970
C 1.85769 9.91154 1.27537
C 3.85892 3.55045 8.72591
C -4.50622 -8.97584 -6.68274
C -3.55209 -7.79497 -6.67676
C 0.82919 -0.50001 0.74482
C 1.56677 11.42396 1.29890
C -7.15399 4.48648 -5.72218
C 9.34691 4.04119 -2.26144
C 8.60974 4.91970 -1.22651
C 7.24333 4.26178 -0.89546
C 6.03149 -5.70259 6.86309
C -0.47526 -1.15976 1.09719
C 4.55729 -6.06678 6.87700
C -2.86837 -7.65084 -5.37972
C 1.71853 -10.80711 -0.04608
C 0.49939 -11.58316 0.49805
H 0.89059 -13.54279 -0.37868
H -4.66266 3.94673 -5.14504
H 0.10155 2.59712 -8.12085
H 2.54127 -11.49789 0.13840
H 0.70413 4.24571 -6.21775
H -8.87771 -3.81139 -0.79229
H -7.19553 -3.27996 -0.35611
H 0.56508 11.66100 1.65741
H 2.26962 12.01896 1.88208
H -0.45830 -2.77750 -0.31606
H 3.01986 1.73806 7.65270
H -4.68168 2.87919 3.85042
H -6.71143 3.76496 -6.40894
H -5.75015 4.00188 2.91829
H -0.71549 -13.28138 0.02735
H 6.56098 4.86046 -0.29207
H 1.65709 -10.67958 -1.12685
H 0.78854 0.58395 0.85196
H 9.67005 3.10665 -1.80284
H -9.72841 -3.57571 -2.97939
H -5.98854 -2.12952 -2.25432
H 5.63542 4.51048 8.25528
H 0.13132 -3.22484 1.36532
H 2.04695 1.17508 -6.19551
H 2.89272 9.59425 3.25739
H -0.32389 -10.86913 0.47614
H 1.68369 11.82605 0.29255
H 2.75010 9.65235 0.70572
H 6.66305 4.14031 -1.81013
H -7.57747 -4.70605 -1.30419
H -5.36769 6.58665 2.76187
H 1.14954 9.68651 3.34363
H -3.95796 7.17920 3.65010
H 10.16968 4.59036 -2.71922
H -8.12246 -1.73623 -2.12085
H 3.66691 2.67851 10.46145
H -3.54676 -7.38600 -4.56870
H 6.22671 -4.63195 6.92400
H 4.03690 -5.57345 7.69792
H 1.90301 8.23655 2.68734
H -7.68845 4.05450 -4.87612
H -2.41807 -8.61429 -5.14083
H 8.42850 5.90739 -1.65045
H -0.14031 -12.48497 -1.42183
H -2.08358 -6.90168 -5.48448
H -1.37588 0.41786 0.68806
H -8.41734 -4.32672 -3.78892
H -7.93355 5.02630 -6.25976
H 0.67511 0.53302 -7.02275
H 1.90622 -9.89775 0.52483
H -4.23739 5.28155 -3.95954
H 6.76671 -7.45264 8.17344
H 6.53267 -7.06709 5.59159
H 4.96330 4.91566 9.85360
H -2.78468 -7.94311 -7.43652
H -4.82718 6.78695 -5.85953
H 1.14452 -0.75713 -0.26639
H 2.40824 3.04165 -8.97354
H 0.44140 1.65743 -5.64331
H -6.60452 6.19580 -4.52616
H 7.33327 3.28940 -0.41122
H -4.03589 -9.93212 -6.45380
H -3.44448 5.02509 4.61702
H 4.07035 -5.71271 5.96836
H 6.82044 -5.87474 8.94508
H 3.30453 4.23753 8.08663
H 9.09830 4.18491 0.45635
H -5.47882 4.11424 -3.60755
H -5.81518 3.88748 4.65284
H 4.30958 -7.12633 6.94105
H 1.60444 -0.91863 1.38657
H -4.21222 -6.22819 -5.98763
H -5.23714 6.56854 4.60013
H 8.70879 3.74629 -3.09446
H -5.28635 -8.90113 -5.92517
H -8.84736 -2.65795 -4.28255
H 2.38950 3.79219 -6.32489
H -2.91093 5.69768 2.47311
H -0.75696 -1.09060 2.14789
H 1.61061 4.62310 -7.68854
H 4.38808 1.48306 8.60617
H -1.55292 -3.04514 0.97600
H 5.74704 3.34886 9.59839
H 0.24725 -12.74431 1.98284
H -4.93365 -9.07307 -7.68072
H 4.58621 2.42272 7.10495
H 7.90626 -6.23747 7.70068
H 0.68479 9.59694 -0.24701
*
```

---

Q | Here is a 11-piece molecular cluster, C33H88O11 overall from OMol25. Energies are from ωB97M-V/def2-TZVPD.

As for the frontier orbital gap: 9.88 eV. As for the LUMO energy: 0.358 eV. Its SMILES is CC(C)O.CC(C)O.CC(C)O.CC(C)O.CC(C)O.CC(C)O.CC(C)O.CC(C)O.CC(C)O.CC(C)O.CC(C)O.

Geometry as ORCA input:
```
! wB97M-V def2-TZVPD RIJCOSX def2/J DEFGRID3
* xyz 0 1
O 5.11960 1.50976 0.60297
O -3.54972 -0.91427 5.12355
O -1.83209 3.09998 -4.86677
O 0.78326 4.14897 -4.62179
O -1.16135 0.72243 4.67337
O 0.00421 -1.64023 0.29539
O 3.73102 -3.69503 -2.62652
O 2.50188 -2.84244 -0.23771
O 0.20817 4.48725 2.35704
O -0.47026 -4.19555 2.79959
O -5.54073 -2.87213 -1.56594
C 0.53858 -0.94119 4.48587
C -6.36136 -2.02519 0.56113
C -4.76787 -0.69230 -0.89719
C 1.12504 3.90829 1.45383
C -0.88930 -0.51021 0.15814
C 4.31098 -2.56271 -3.25054
C -5.19580 -2.05941 -0.43765
C 0.19409 0.40766 5.05129
C 1.14626 4.61459 0.08251
C -4.42296 0.10855 4.65107
C 2.53332 3.92028 2.06369
C 1.17123 1.49517 4.64836
C 2.75391 -2.60223 2.16992
C -0.52665 0.25632 -1.10128
C -2.31120 3.53093 -2.54552
C 4.59898 0.68782 -0.42974
C 1.66885 3.09150 -5.07557
C -2.65943 -3.27908 2.55736
C -4.06996 2.71534 -4.13828
C 3.26041 1.20931 -0.90927
C 1.22673 2.69398 -6.45981
C 3.20137 -1.62603 -3.72719
C -0.86220 0.35157 1.39495
C 3.12127 -3.40618 0.93135
C -2.83492 3.58931 -3.96952
C -1.68410 -4.77747 0.75091
C 5.59825 0.65611 -1.58233
C -1.77303 -4.46722 2.23565
C 5.24447 -2.95427 -4.37776
C 1.68859 1.96523 -4.05773
C -4.11088 0.50670 3.22253
C -5.82882 -0.38715 4.82513
C 4.63145 -3.54800 0.70905
H 0.14387 0.72048 1.60403
H -4.57626 1.46451 2.97763
H -2.16231 -5.35054 2.75509
H 1.19398 5.67901 0.33262
H 4.70752 -3.55953 -5.11290
H 4.47453 -0.33962 -0.08415
H 5.67105 -2.06952 -4.84596
H 0.06492 -0.35812 -1.77608
H -3.10268 4.60857 -4.27217
H -4.46875 -0.25228 2.52219
H -0.04775 -5.05241 2.91297
H 1.29728 4.67170 -3.99997
H -5.96883 -0.85063 5.80286
H 1.52315 -1.28133 4.83287
H -1.42924 0.63156 -1.57690
H 1.78761 -2.23821 0.01916
H -6.24291 -1.21590 1.28434
H -7.32225 -1.91291 0.05757
H 2.78869 4.94042 2.35679
H -4.40134 -2.60090 0.09482
H 3.32675 -2.87818 3.05384
H -5.58703 -0.20740 -1.43022
H 3.29963 3.42495 1.47356
H -1.23252 1.65753 4.46047
H -0.87662 -4.21171 0.27660
H 1.38634 3.53068 -7.13817
H -3.92397 -0.78228 -1.58610
H -6.06356 -1.16867 4.09664
H 2.47902 3.32689 2.98258
H 2.51547 1.32014 -0.11558
H -2.64222 -0.70847 4.86842
H 0.75996 1.39173 -4.10287
H 0.21199 0.30632 6.14333
H -3.12002 3.56259 -1.81093
H -3.62341 -3.36021 2.04938
H -4.79075 2.89733 -3.33502
H 4.95803 -2.04902 -2.51801
H -1.89768 -0.92907 0.03609
H -1.25937 -0.17061 2.26434
H -4.57540 2.91803 -5.08072
H 2.44369 -1.51220 -2.95138
H 0.26824 4.41091 -0.52652
H 0.51170 5.35733 2.63549
H 2.51889 1.29668 -4.29703
H 2.06124 4.31340 -0.42475
H 3.57691 -0.61901 -3.93780
H 2.86231 0.58752 -1.71005
H -5.62947 -3.78236 -1.26936
H -3.03724 0.64272 3.10548
H -0.33905 -2.18025 1.01810
H -4.45135 -0.08969 -0.04750
H 3.19721 -3.29969 -1.91580
H 0.14677 2.51716 -6.43042
H -6.54041 0.43538 4.74168
H 0.59368 -1.04014 3.39977
H -1.52331 1.21699 1.26562
H 1.52461 1.33051 3.62578
H -0.12984 -1.74654 4.80721
H 5.18764 -2.99203 1.47855
H 6.05745 -3.56107 -3.97528
H 5.01576 -3.20222 -0.24569
H 3.37902 2.22355 -1.31566
H 2.66942 3.54181 -5.11901
H 5.24569 0.10268 -2.45740
H 4.91333 2.42518 0.39448
H 0.71146 2.48385 4.68336
H 2.81328 -2.01341 -4.67000
H -0.97982 3.28495 -4.44695
H 6.49026 0.12103 -1.24305
H 2.69846 -4.41093 1.05172
H 4.94727 -4.57589 0.89968
H -6.39032 -2.95894 1.12993
H -2.58348 -4.57003 0.16852
H 1.85642 2.35035 -3.05462
H 0.06742 1.12696 -0.80285
H 5.93192 1.61995 -1.97376
H 2.91421 -1.53329 1.98263
H -2.92917 -3.22802 3.61004
H 1.71932 1.79414 -6.81910
H -1.62528 4.33572 -2.27541
H 0.82316 2.87022 1.29709
H -3.80385 1.65902 -4.06420
H 2.04320 1.46620 5.30035
H 1.68959 -2.72911 2.37881
H -1.81437 2.56700 -2.42128
H -1.46129 -5.83382 0.57516
H -4.27331 1.00390 5.27509
H -2.15215 -2.39017 2.17138
*
```

---

R | Here is a 11-piece molecular cluster, C33H88O11 overall from OMol25. Energies are from ωB97M-V/def2-TZVPD.

As for the frontier orbital gap: 9.64 eV. As for the LUMO energy: 0.374 eV. Its SMILES is CC(C)O.CC(C)O.CC(C)O.CC(C)O.CC(C)O.CC(C)O.CC(C)O.CC(C)O.CC(C)O.CC(C)O.CC(C)O.

Geometry as ORCA input:
```
! wB97M-V def2-TZVPD RIJCOSX def2/J DEFGRID3
* xyz 0 1
O 28.28054 9.93765 11.45710
O 21.08653 11.73821 6.71358
O 23.92307 12.57491 9.56108
O 23.16134 15.15088 8.10283
O 29.70757 19.34087 7.27975
O 26.63171 12.20635 6.24849
O 27.46341 12.91347 0.79904
O 25.08215 7.26104 5.78398
O 26.65202 18.69912 1.60936
O 22.35192 9.93165 4.81535
O 27.78668 12.20868 3.53239
C 25.06880 19.82482 3.08474
C 24.44124 13.06200 6.85742
C 24.77824 13.70859 11.44142
C 24.80963 16.79678 7.74656
C 20.99326 9.75755 2.84369
C 25.17606 13.04125 1.50838
C 29.07305 12.60986 4.09802
C 23.54991 16.45511 8.57268
C 22.09805 10.30116 8.34314
C 26.24512 13.60294 0.53440
C 26.19381 14.49135 5.66689
C 25.90995 13.39860 6.66223
C 21.22302 11.54012 8.10934
C 25.13618 12.75121 10.31510
C 19.84070 11.32736 8.75721
C 26.23663 18.83475 2.98552
C 25.44668 11.39834 10.91915
C 21.93974 10.67707 3.63624
C 26.49989 15.07512 0.77732
C 22.44135 17.44476 8.33977
C 25.95657 8.36714 6.10814
C 27.64092 18.65910 6.15450
C 28.83803 7.72738 10.51234
C 30.04072 11.47199 3.88481
C 25.78779 17.45235 3.45100
C 29.49588 13.89549 3.36771
C 28.01888 9.02026 10.38582
C 28.27198 19.42425 7.31294
C 27.87323 20.88840 7.28771
C 23.20870 10.94844 2.84360
C 28.31914 9.75614 9.08667
C 26.03164 9.28189 4.90022
C 25.38676 9.04660 7.35537
H 27.23604 14.66391 5.40872
H 23.69784 10.00320 2.58094
H 24.39928 12.31527 7.65597
H 26.09234 8.68770 3.98270
H 28.36015 21.39904 6.45477
H 28.02292 21.42338 8.22786
H 29.96592 11.14050 2.84755
H 25.27535 13.59520 2.45017
H 25.89581 10.73171 10.17626
H 26.98444 9.80881 4.80400
H 25.14172 9.90533 4.96447
H 25.71800 16.30984 8.12633
H 26.80988 11.67205 7.02519
H 24.41386 14.66529 11.05984
H 25.67442 14.24057 4.73265
H 24.78101 19.91742 4.13318
H 22.66773 15.18225 7.28023
H 23.94146 13.93346 7.28954
H 27.13149 12.27971 4.24033
H 21.69903 17.33688 9.13650
H 24.03223 13.34717 12.14497
H 27.73094 12.85656 1.73086
H 28.90249 12.80411 5.15687
H 27.76534 10.69148 9.02603
H 27.25300 15.46232 0.08591
H 26.80013 21.00761 7.09965
H 23.63312 13.35374 9.07105
H 27.45989 17.62160 6.44469
H 24.30938 9.20204 7.28832
H 28.58509 14.49682 3.32650
H 21.99601 10.02847 9.39638
H 29.38717 9.95424 8.99916
H 23.89056 16.37266 9.60392
H 31.04705 11.89123 3.99227
H 21.44691 11.58986 3.96035
H 26.15492 11.46123 11.74042
H 24.25225 19.32382 2.56135
H 25.99805 13.31139 -0.48513
H 21.54201 8.94151 2.37070
H 25.38396 6.94479 4.92840
H 28.00783 18.98894 8.28641
H 29.96322 13.76879 2.39737
H 25.27053 20.79241 2.63106
H 21.68212 9.46006 7.78191
H 28.82699 7.42674 11.56448
H 26.65942 19.11261 6.03185
H 23.01313 11.33267 1.83340
H 26.92703 7.94595 6.39917
H 25.81251 10.04225 7.46171
H 20.15173 9.39182 3.42659
H 22.82818 9.18101 4.44212
H 25.47322 12.02584 1.76383
H 21.29476 10.90043 6.28095
H 25.68873 13.89695 12.02896
H 28.05083 9.05947 8.29125
H 23.13238 10.48405 8.06724
H 22.82045 18.46508 8.38442
H 30.11254 14.47943 4.05904
H 25.68428 15.39830 5.99670
H 25.64772 8.48500 8.25045
H 26.69545 16.84547 3.47471
H 19.17396 12.13428 8.42167
H 29.95082 10.62146 4.55720
H 24.85058 16.43523 6.71833
H 24.50371 10.91298 11.18080
H 21.90088 17.23883 7.41616
H 23.86284 12.66716 6.02555
H 28.33832 9.45071 12.28532
H 26.89349 15.21863 1.78234
H 23.92607 11.62972 3.29380
H 24.15388 13.19179 1.16437
H 25.62856 15.71253 0.59878
H 19.30674 10.41541 8.48865
H 25.02338 17.02869 2.80451
H 26.35637 13.64758 7.63230
H 19.82467 11.52037 9.83356
H 29.88722 7.92691 10.29383
H 26.95509 8.79105 10.51225
H 25.94331 12.96152 9.60458
H 25.43426 17.51162 4.48275
H 28.25933 18.65352 5.26031
H 27.24018 19.45453 1.48901
H 20.55950 10.32159 2.00997
H 27.08956 19.14432 3.59565
H 21.64217 12.37774 8.66586
H 25.03566 17.86655 7.83024
H 28.39903 6.93357 9.91341
H 30.04438 19.86332 8.01265
*
```

---

Q is the most stable structure shown above.